# 1
A 7-piece molecular cluster, C49H60BBr2F3O2 overall in a non-equilibrium geometry. Source: OMol25; level of theory: the ωB97M-V functional and the def2-TZVPD basis.

Its total energy is -7526.08190 hartree. As for the net charge: 0. The SMILES is COCB(CC[C@@](F)(Br)C(F)(F)Br)OC[C@H](C)CC(C)C.c1ccccc1.c1ccccc1.c1ccccc1.c1ccccc1.c1ccccc1.c1ccccc1. For the molar mass, the calculation gives 908.6 g/mol. Its spin multiplicity is 1.

Last column: Löwdin charge in e.
Atoms and positions in Å:
C 2.564 4.821 1.624  -0.111
O 2.150 4.550 0.302  -0.184
C 0.933 3.816 0.190  -0.118
B 1.166 2.255 -0.066  -0.399
C 2.437 1.597 0.609  -0.053
C 2.639 0.100 0.345  -0.177
C 2.824 -0.739 1.612  -0.825
F 2.148 -0.262 2.657  -0.021
Br 2.135 -2.549 1.296  0.848
C 4.337 -0.826 1.951  -1.000
F 4.910 -1.651 1.133  0.057
F 4.881 0.366 1.830  0.072
Br 4.603 -1.396 3.793  0.830
O 0.293 1.518 -0.818  0.064
C -1.100 1.721 -0.537  -0.153
C -1.521 1.485 0.902  -0.320
C -1.050 0.131 1.444  -0.028
C -3.103 1.489 0.928  -0.118
C -3.650 2.808 1.495  -0.417
C -3.087 4.067 0.835  -0.068
C -3.388 2.906 3.000  -0.069
H 1.762 4.734 2.359  0.089
H 3.398 4.195 1.947  0.082
H 2.907 5.853 1.656  0.086
H 0.375 4.261 -0.636  0.122
H 0.284 3.917 1.069  0.102
H 2.356 1.820 1.672  0.118
H 3.306 2.155 0.265  0.117
H 3.544 -0.012 -0.244  0.123
H 1.850 -0.349 -0.247  0.087
H -1.440 2.690 -0.897  0.112
H -1.637 0.992 -1.140  0.130
H -1.230 2.273 1.589  0.104
H -0.886 0.236 2.513  0.090
H -0.107 -0.204 1.025  0.050
H -1.796 -0.646 1.311  0.083
H -3.381 0.714 1.633  0.102
H -3.433 1.297 -0.089  0.108
H -4.732 2.794 1.358  0.115
H -3.011 3.998 -0.246  0.069
H -2.107 4.291 1.247  0.065
H -3.708 4.926 1.073  0.081
H -2.326 3.054 3.181  0.072
H -3.702 1.961 3.437  0.077
H -3.890 3.766 3.432  0.081
C 8.487 2.108 5.312  -0.096
C 7.630 1.478 4.420  -0.092
C 7.550 1.920 3.107  -0.091
C 8.323 2.995 2.688  -0.095
C 9.173 3.630 3.582  -0.100
C 9.256 3.186 4.894  -0.100
H 8.556 1.760 6.335  0.100
H 7.027 0.641 4.750  0.077
H 6.886 1.428 2.410  0.079
H 8.261 3.338 1.662  0.100
H 9.771 4.471 3.256  0.099
H 9.921 3.679 5.592  0.099
C -5.765 2.220 -2.704  -0.101
C -4.819 1.324 -3.184  -0.104
C -5.201 0.043 -3.556  -0.094
C -6.530 -0.344 -3.443  -0.091
C -7.474 0.548 -2.955  -0.092
C -7.093 1.831 -2.587  -0.097
H -5.467 3.222 -2.419  0.098
H -3.782 1.626 -3.270  0.097
H -4.464 -0.654 -3.934  0.100
H -6.830 -1.343 -3.736  0.086
H -8.509 0.244 -2.863  0.102
H -7.830 2.528 -2.208  0.100
C -7.324 2.467 4.129  -0.099
C -7.572 3.211 2.984  -0.102
C -8.227 4.431 3.077  -0.097
C -8.639 4.905 4.315  -0.098
C -8.398 4.157 5.459  -0.097
C -7.739 2.938 5.366  -0.096
H -6.807 1.518 4.056  0.100
H -7.253 2.840 2.017  0.093
H -8.418 5.013 2.184  0.100
H -9.148 5.857 4.388  0.100
H -8.723 4.524 6.424  0.100
H -7.549 2.356 6.259  0.100
C 4.591 -4.182 -2.602  -0.104
C 4.656 -5.256 -3.478  -0.094
C 4.174 -6.498 -3.090  -0.096
C 3.630 -6.667 -1.823  -0.095
C 3.573 -5.594 -0.944  -0.096
C 4.052 -4.351 -1.334  -0.124
H 4.963 -3.211 -2.906  0.105
H 5.084 -5.125 -4.464  0.101
H 4.222 -7.336 -3.774  0.099
H 3.252 -7.636 -1.521  0.100
H 3.155 -5.726 0.046  0.097
H 4.006 -3.515 -0.649  0.044
C -7.770 -5.295 -4.727  -0.097
C -8.581 -5.917 -5.667  -0.098
C -8.549 -5.506 -6.992  -0.097
C -7.709 -4.470 -7.378  -0.097
C -6.904 -3.843 -6.437  -0.097
C -6.934 -4.256 -5.113  -0.105
H -7.791 -5.619 -3.695  0.100
H -9.238 -6.723 -5.366  0.100
H -9.179 -5.993 -7.725  0.100
H -7.682 -4.151 -8.412  0.100
H -6.253 -3.031 -6.737  0.100
H -6.304 -3.768 -4.379  0.092
C 9.408 -2.646 -0.862  -0.097
C 10.362 -3.502 -1.395  -0.101
C 10.014 -4.801 -1.740  -0.100
C 8.713 -5.245 -1.548  -0.091
C 7.761 -4.392 -1.008  -0.091
C 8.108 -3.092 -0.666  -0.089
H 9.678 -1.631 -0.597  0.099
H 11.378 -3.156 -1.542  0.099
H 10.758 -5.467 -2.159  0.099
H 8.440 -6.257 -1.820  0.101
H 6.748 -4.739 -0.853  0.085
H 7.364 -2.426 -0.245  0.091



# 2
A 7-piece molecular cluster, C24H42O17S2 overall in a non-equilibrium geometry. Source: OMol25; level of theory: the ωB97M-V functional and the def2-TZVPD basis.

Its total energy is -3015.10072 hartree. As for the net charge: 0. For the molar mass, the calculation gives 666.7 g/mol. For the relative energy (zero: lowest compared OMol25 entry of this formula, charge and spin), the calculation gives 2.4565 eV. Its spin multiplicity is 1.

Last column: Löwdin charge in e.
Atoms and positions in Å:
C 2.813 -4.320 1.553  -0.008
C 3.340 -3.752 2.886  -0.307
C 4.863 -3.765 2.973  -0.089
O 5.170 -2.456 3.458  0.062
C 4.085 -1.660 3.297  -0.570
O 4.027 -0.523 3.652  0.156
O 3.030 -2.374 2.909  0.081
H 3.483 -4.083 0.730  0.073
H 1.815 -3.935 1.353  0.079
H 2.737 -5.406 1.633  0.086
H 2.940 -4.271 3.760  0.153
H 5.371 -3.834 2.003  0.133
H 5.337 -4.496 3.628  0.134
C 3.180 -2.106 -6.150  -0.026
C 2.374 -2.825 -5.092  -0.327
C 2.367 -4.361 -4.936  -0.042
O 2.669 -4.487 -3.528  0.068
C 2.750 -3.312 -2.926  -0.570
O 2.686 -3.163 -1.740  0.149
O 2.836 -2.315 -3.843  0.084
H 2.989 -2.535 -7.141  0.087
H 4.233 -2.316 -5.951  0.093
H 2.946 -1.052 -6.264  0.088
H 1.326 -2.571 -5.295  0.148
H 3.057 -4.898 -5.581  0.135
H 1.331 -4.679 -4.990  0.131
C -2.084 1.538 -2.087  -0.025
C -3.276 1.304 -2.971  -0.312
C -4.439 2.245 -2.667  -0.076
O -4.717 2.850 -3.943  0.061
C -3.759 2.525 -4.843  -0.566
O -3.675 2.939 -5.955  0.159
O -2.889 1.640 -4.310  0.080
H -1.510 2.440 -2.273  0.099
H -1.454 0.659 -1.949  0.068
H -2.482 1.601 -1.063  0.088
H -3.651 0.279 -2.939  0.154
H -4.134 3.045 -1.992  0.132
H -5.329 1.716 -2.338  0.134
C -4.256 -5.869 3.164  -0.024
C -4.267 -4.645 2.290  -0.297
C -4.227 -3.330 3.074  -0.098
O -3.506 -2.475 2.194  0.080
C -2.650 -3.240 1.504  -0.571
O -1.883 -2.867 0.664  0.148
O -2.987 -4.530 1.625  0.070
H -5.261 -6.062 3.554  0.091
H -3.552 -5.912 3.986  0.092
H -4.162 -6.684 2.439  0.091
H -4.950 -4.650 1.439  0.165
H -3.873 -3.334 4.105  0.138
H -5.271 -3.025 3.198  0.138
C 0.670 4.359 3.251  -0.016
C -0.726 4.931 3.058  -0.287
C -1.399 4.300 1.849  -0.119
O -2.783 4.228 2.191  0.060
C -2.858 4.230 3.554  -0.559
O -3.863 4.098 4.166  0.169
O -1.619 4.417 4.047  0.083
H 1.405 5.073 2.878  0.077
H 0.916 3.401 2.799  0.060
H 0.860 4.274 4.324  0.095
H -0.675 6.013 2.940  0.159
H -1.007 3.405 1.367  0.103
H -1.341 5.072 1.069  0.126
C 0.381 -0.710 0.142  -0.243
S 1.070 0.767 0.986  0.862
O 0.695 2.009 0.208  -0.585
C -0.111 0.672 2.383  -0.246
H 0.421 -1.535 0.848  0.034
H 1.015 -0.931 -0.716  0.045
H -0.626 -0.494 -0.204  0.033
H -0.139 -0.315 2.848  0.052
H -1.103 0.847 1.964  0.055
H 0.111 1.342 3.212  0.040
C 2.317 6.354 -2.564  -0.273
S 2.260 6.737 -0.773  0.825
O 3.694 6.808 -0.276  -0.569
C 1.557 5.086 -0.286  -0.261
H 2.635 7.240 -3.113  0.043
H 1.337 6.111 -2.979  0.051
H 3.003 5.531 -2.755  0.054
H 1.752 4.838 0.750  0.022
H 2.100 4.358 -0.897  0.044
H 0.539 4.822 -0.578  0.045



# 3
C11H8BrN3O4S2SeZn as an isolated structure. Source: OMol25; level of theory: the ωB97M-V functional and the def2-TZVPD basis.

Its total energy is -8440.40238 hartree. As for the net charge: 0. For the molar mass, the calculation gives 534.6 g/mol. Its spin multiplicity is 1.

Last column: Löwdin charge in e.
Atoms and positions in Å:
Zn 0.349 0.144 -0.716  0.389
O -4.489 -1.906 -3.575  0.101
C -3.524 -1.199 -2.959  -0.293
C -2.514 -0.531 -3.641  0.029
C -1.568 0.138 -2.904  -0.094
N -1.589 0.199 -1.559  -0.047
C -2.567 -0.454 -0.938  -0.725
Br -2.546 -0.405 0.952  0.802
C -3.560 -1.162 -1.571  -0.028
H -4.344 -1.909 -4.529  0.124
H -2.449 -0.550 -4.721  0.127
H -0.730 0.628 -3.382  0.115
H -4.331 -1.679 -1.021  0.122
Se 0.927 3.116 0.770  1.197
N 0.771 1.335 0.862  -0.311
C 1.244 0.942 2.031  -0.343
C 1.336 -0.421 2.470  -0.016
C 1.845 -0.651 3.697  -0.046
C 2.292 0.415 4.561  -0.060
C 2.244 1.706 4.178  -0.015
C 1.717 2.011 2.875  -0.367
N 1.655 3.228 2.369  -0.217
H 1.045 -1.220 1.800  0.078
H 1.943 -1.671 4.045  0.113
H 2.692 0.160 5.534  0.108
H 2.596 2.511 4.806  0.117
O 1.434 0.578 -2.391  -0.505
S 2.472 -0.480 -1.969  0.122
O 3.227 -0.976 -3.082  -0.356
O 3.230 0.051 -0.845  -0.417
S 1.192 -1.948 -1.149  0.295